Record 1
126
Properties=species:S:1:pos:R:3:forces:R:3 method="wB97M-V/def2-TZVPD" multiplicity=2 charge=+1 s_squared=1.22
Fe 0.01464 0.35895 0.60426 -0.122 -0.102 -0.015
C -2.28082 -4.46996 0.51289 0.019 0.007 0.015
C -3.14592 -4.37742 1.74145 0.011 -0.011 0.007
C -4.30934 -5.13721 1.84504 0.013 -0.021 -0.008
C -5.10969 -5.08660 2.97487 0.005 0.013 0.009
C -4.76270 -4.26636 4.03946 -0.012 -0.006 0.002
C -3.62104 -3.48848 3.95414 -0.011 0.034 -0.018
C -2.82443 -3.54284 2.81620 -0.030 0.006 -0.008
N -1.65493 -2.72056 2.75819 0.016 -0.013 -0.005
C -1.53539 -1.63514 1.96187 -0.015 0.043 0.096
N -2.62485 -1.27690 1.25808 0.007 -0.042 -0.044
C -2.81981 -0.07859 0.54373 0.000 0.003 0.006
C -1.78899 0.82140 0.30992 0.093 0.026 0.016
C -2.04793 1.99910 -0.37948 0.001 0.020 0.049
C -3.32238 2.26375 -0.84939 -0.014 0.023 -0.008
C -4.34009 1.34187 -0.63474 -0.008 -0.018 -0.004
C -4.11544 0.16526 0.06139 -0.007 0.007 0.009
C -5.22274 -0.82785 0.29279 -0.003 0.002 0.005
N -0.41570 -0.95211 1.89307 -0.102 0.028 -0.117
C 0.68000 -1.33729 2.73207 0.063 -0.005 -0.034
C 1.57321 -2.30431 2.28454 -0.005 0.017 -0.030
C 2.65504 -2.66458 3.07334 0.007 -0.006 -0.006
C 2.83568 -2.04512 4.30066 0.015 0.010 -0.001
C 1.94053 -1.07686 4.73544 0.011 0.001 0.002
C 0.84440 -0.70244 3.96699 -0.019 -0.004 0.028
C -0.12644 0.34127 4.43666 -0.026 -0.044 -0.005
H -2.38102 -5.45277 0.05476 -0.012 0.010 -0.006
H -1.22866 -4.30902 0.74985 -0.008 -0.005 0.006
H -2.56406 -3.72394 -0.23457 -0.002 0.012 0.015
H -4.57787 -5.79489 1.02693 0.001 0.004 0.007
H -6.00181 -5.69625 3.02851 0.001 0.004 0.000
H -5.37940 -4.22777 4.92689 0.001 -0.003 -0.002
H -3.33627 -2.82779 4.76352 0.002 -0.007 -0.001
H -0.84878 -2.95965 3.31601 0.021 -0.016 -0.025
H -3.44328 -1.84554 1.41550 -0.001 -0.007 -0.004
H -1.25296 2.72312 -0.52120 -0.013 0.005 0.012
H -3.52730 3.18808 -1.37403 0.006 -0.001 0.004
H -5.33710 1.54479 -1.00666 0.002 -0.001 0.000
H -6.14549 -0.48400 -0.16900 -0.002 0.002 -0.005
H -5.42844 -0.97065 1.35841 0.004 -0.001 -0.004
H -4.98857 -1.80798 -0.13595 0.000 0.004 0.000
H 1.41193 -2.76038 1.31294 -0.003 0.006 0.022
H 3.35095 -3.41962 2.73166 -0.003 0.008 0.001
H 3.67860 -2.31474 4.92302 0.002 0.001 0.004
H 2.09389 -0.59421 5.69283 0.003 0.001 0.009
H 0.20948 0.78910 5.37057 -0.036 -0.040 -0.040
H -1.12062 -0.08475 4.59812 0.003 -0.007 -0.015
H -0.23009 1.13990 3.69998 0.004 -0.010 0.000
O 0.30373 -0.61665 -0.97639 0.097 -0.136 0.231
P 0.49771 -0.54921 -2.49784 -0.102 0.105 -0.171
C -0.13047 1.07506 -3.04874 0.021 -0.028 -0.030
C -0.50025 1.29340 -4.52492 -0.012 0.014 0.005
C 0.68166 1.65720 -5.41658 0.013 -0.010 -0.007
C 1.39180 2.89735 -4.88281 -0.023 0.012 0.001
C 1.85103 2.67341 -3.44628 0.005 -0.030 0.017
C 0.69168 2.27421 -2.53166 0.011 -0.004 -0.017
C -0.50985 -1.90967 -3.16876 -0.019 0.005 0.035
C -1.96682 -1.82267 -2.65291 -0.009 -0.019 -0.009
C -2.91774 -1.08181 -3.59002 -0.003 0.002 0.009
C -2.88171 -1.63980 -5.03076 0.002 0.002 -0.003
C -1.76505 -2.66362 -5.23606 0.001 -0.005 0.012
C -0.42840 -2.15909 -4.69602 0.006 0.013 -0.023
C 2.25392 -0.82551 -2.89961 -0.001 -0.011 0.010
C 2.64388 -2.30138 -3.09157 0.029 0.005 -0.019
C 2.75356 -3.07113 -1.77890 -0.014 0.006 0.012
C 3.80283 -2.42491 -0.88219 0.012 0.001 -0.003
C 3.43005 -0.97611 -0.59805 -0.003 0.027 0.017
C 3.19957 -0.15697 -1.86973 0.003 -0.011 -0.006
H -1.07065 1.06373 -2.48142 0.003 -0.010 0.003
H -1.19988 2.13692 -4.53421 0.002 0.005 0.003
H -1.05347 0.45030 -4.93063 0.003 0.011 0.011
H 0.32415 1.82605 -6.43404 0.004 0.009 0.000
H 1.39055 0.82234 -5.47707 -0.007 0.005 0.005
H 0.69971 3.74544 -4.91808 0.004 -0.004 0.001
H 2.24045 3.15794 -5.51697 0.006 -0.010 0.005
H 2.31799 3.57388 -3.04272 -0.014 0.003 -0.012
H 2.62629 1.90286 -3.44637 0.008 -0.005 0.019
H 0.00103 3.12153 -2.46671 0.007 -0.002 -0.006
H 1.04530 2.11117 -1.50988 -0.002 0.009 -0.012
H -0.05203 -2.76585 -2.65915 -0.007 0.007 0.008
H -1.99101 -1.37202 -1.65839 0.019 -0.001 -0.002
H -2.32575 -2.84780 -2.52722 0.003 0.002 -0.016
H -2.68318 -0.01596 -3.58565 0.005 -0.008 -0.001
H -3.92642 -1.15390 -3.17930 -0.002 0.004 -0.009
H -2.74359 -0.82057 -5.74121 -0.007 -0.003 0.002
H -3.83901 -2.09632 -5.28492 0.004 -0.004 0.006
H -1.66456 -2.89841 -6.29642 -0.001 0.009 -0.005
H -2.01917 -3.60444 -4.73923 -0.001 0.004 -0.002
H -0.14092 -1.25828 -5.24221 0.007 -0.009 0.008
H 0.34771 -2.89329 -4.90946 -0.018 -0.005 0.000
H 2.37189 -0.31732 -3.86292 0.027 -0.008 0.012
H 3.62734 -2.30573 -3.57310 -0.003 -0.002 -0.002
H 1.97043 -2.80002 -3.78592 0.009 0.003 0.018
H 3.00439 -4.11298 -1.98657 0.008 0.007 -0.002
H 1.78590 -3.07328 -1.26068 0.007 -0.004 0.000
H 4.77717 -2.47236 -1.38061 -0.007 0.002 0.001
H 3.90536 -2.97423 0.05628 -0.008 -0.005 -0.001
H 4.20470 -0.48592 -0.00476 0.007 0.001 -0.014
H 2.52771 -0.96491 0.01587 -0.003 0.013 -0.008
H 4.15879 -0.01248 -2.37730 -0.004 -0.010 0.001
H 2.84925 0.83573 -1.58597 -0.016 0.012 -0.012
S -0.18261 4.65887 0.87544 0.010 -0.016 -0.031
P 1.25929 3.72310 1.78459 0.001 -0.043 0.002
S 1.64979 1.73563 1.27729 0.051 0.093 -0.015
C 2.87462 4.52588 1.55804 -0.001 0.003 0.013
C 2.88649 5.91860 1.50189 -0.001 0.008 -0.009
C 4.08679 6.59952 1.37720 0.009 -0.007 0.006
C 5.28177 5.89678 1.30189 -0.005 0.010 0.002
C 5.27431 4.51105 1.35387 -0.005 -0.010 0.013
C 4.07488 3.82465 1.48390 0.004 0.001 0.008
C 1.02607 3.62785 3.58530 -0.012 0.028 0.013
C 2.03303 3.09858 4.39115 0.035 0.017 0.019
C 1.84860 3.01046 5.76054 0.010 0.027 -0.001
C 0.65488 3.44035 6.33054 0.012 0.031 0.008
C -0.34751 3.96548 5.52979 0.004 -0.005 0.011
C -0.16184 4.06465 4.15607 -0.002 -0.016 0.000
H 1.95150 6.46301 1.54107 0.003 -0.004 -0.003
H 4.08841 7.68069 1.33334 -0.003 -0.004 -0.001
H 6.21817 6.42996 1.19974 -0.007 -0.004 0.001
H 6.20417 3.96034 1.29307 -0.006 0.000 -0.003
H 4.07597 2.74303 1.51936 0.007 0.004 -0.007
H 2.96304 2.75920 3.94973 -0.013 0.001 -0.002
H 2.63728 2.61225 6.38652 -0.001 0.002 -0.003
H 0.51292 3.37339 7.40180 0.002 0.002 -0.005
H -1.27305 4.30915 5.97321 0.002 -0.003 -0.003
H -0.93248 4.48155 3.51987 0.003 0.001 0.002

Record 2
This record from the Open Molecules 2025 dataset describes a structure of composition C52H69CdNO5. The level of theory is ωB97M-V/def2-TZVPD.

The geometry in XYZ format:
```
128
Properties=species:S:1:pos:R:3:forces:R:3
Cd 0.02971 -0.55134 -1.88141 -0.055 -0.057 0.000
C 0.28940 -0.39367 1.84470 -0.128 0.321 0.162
O 0.48167 -0.94903 0.54450 0.266 -0.440 0.061
C 1.15838 -2.16564 0.50264 0.027 -0.160 0.053
C 2.55144 -2.18648 0.36064 0.015 0.094 -0.037
C 3.45115 -0.99046 0.09496 -0.096 0.145 -0.115
C 2.97595 0.42493 0.28682 -0.022 -0.050 -0.180
C 3.44964 1.15689 1.36807 -0.039 0.025 -0.003
C 3.16360 2.50625 1.53462 -0.031 0.050 -0.018
C 2.35629 3.09283 0.56645 0.061 -0.093 0.058
C 1.84695 2.39292 -0.51499 0.071 -0.044 -0.236
C 0.91156 3.10442 -1.47377 0.089 -0.166 0.093
C -0.48388 3.02462 -0.90064 -0.085 -0.057 -0.276
C -0.85837 3.81142 0.17904 -0.048 -0.074 -0.034
C -2.10147 3.68981 0.79400 0.000 -0.042 -0.032
C -2.93066 2.66191 0.36613 0.091 0.043 -0.021
C -2.59649 1.84781 -0.71084 0.078 -0.049 -0.318
C -3.45932 0.66059 -1.07352 0.121 -0.134 0.095
C -3.19561 -0.42354 -0.04714 -0.036 -0.159 -0.275
C -3.88279 -0.39678 1.15400 0.079 -0.074 0.051
C -3.64763 -1.30636 2.17767 -0.039 0.035 0.047
C -2.68488 -2.27954 1.93882 -0.061 0.070 -0.025
C -1.99366 -2.35561 0.73775 0.051 -0.028 -0.224
C -1.06923 -3.51511 0.48193 -0.104 0.142 -0.107
C 0.44164 -3.36517 0.54274 -0.064 0.141 0.000
C 1.14706 -4.56750 0.53878 0.082 0.041 -0.013
C 2.52887 -4.62439 0.46752 -0.043 0.001 -0.003
C 3.20235 -3.41417 0.36387 -0.145 -0.002 0.008
C 3.31225 -5.93322 0.46556 0.072 -0.126 0.004
C 2.40335 -7.16097 0.56751 0.081 0.168 -0.009
C 4.27449 -5.94760 1.66251 -0.085 0.008 -0.089
C 4.11306 -6.04124 -0.84084 -0.065 0.016 0.101
C -2.23865 -1.42921 -0.29577 -0.408 -0.087 0.478
O -1.64184 -1.55197 -1.47625 -0.781 -0.453 0.014
C -4.43269 -1.18066 3.47854 -0.054 0.020 0.114
C -4.10683 0.17813 4.11885 -0.046 -0.128 -0.021
C -4.09088 -2.27859 4.48774 0.002 0.100 -0.134
C -5.93863 -1.26423 3.18639 0.128 0.003 0.034
C -1.40598 2.09912 -1.38855 -0.167 0.291 0.193
O -1.17198 1.47004 -2.62178 -0.094 0.157 0.412
C -1.83011 2.15401 -3.68769 -0.052 0.059 -0.283
C -2.50059 4.67610 1.88637 -0.033 0.075 0.095
C -3.90912 4.41343 2.42463 0.152 -0.004 -0.067
C -1.50911 4.58024 3.05335 -0.053 -0.008 -0.089
C -2.47471 6.09669 1.30065 -0.013 -0.104 0.060
C 2.16766 1.03161 -0.69693 0.418 0.368 0.424
O 1.79598 0.36437 -1.78399 0.820 0.417 -0.196
C 3.68108 3.35447 2.69083 0.021 0.055 0.102
C 4.57328 2.56471 3.65047 -0.114 0.040 -0.121
C 2.48362 3.89612 3.48622 0.137 -0.027 -0.045
C 4.50582 4.52805 2.14020 -0.076 -0.101 0.056
H 0.72076 -1.04296 2.60880 -0.019 -0.022 -0.053
H 0.77673 0.58339 1.88878 0.016 -0.041 -0.050
H -0.78206 -0.27993 2.02405 0.018 -0.053 -0.021
H 4.35167 -1.13286 0.69809 -0.006 0.020 -0.077
H 3.74590 -1.07698 -0.95788 0.066 -0.043 0.071
H 4.07331 0.63741 2.08520 0.048 0.014 0.026
H 2.11626 4.14686 0.64318 -0.017 0.053 0.013
H 1.22096 4.14624 -1.57970 -0.035 -0.016 -0.019
H 0.94787 2.61707 -2.44811 0.029 0.088 0.021
H -0.15469 4.54962 0.53767 0.058 0.067 0.013
H -3.86829 2.47452 0.86632 -0.081 0.017 0.022
H -4.51659 0.93255 -1.05451 0.027 0.034 -0.020
H -3.20181 0.28599 -2.06358 -0.084 0.033 0.017
H -4.63740 0.36914 1.28375 -0.048 0.052 0.034
H -2.46581 -3.02522 2.69154 0.007 -0.052 0.064
H -1.34064 -4.32285 1.16609 0.008 -0.011 -0.061
H -1.28357 -3.86116 -0.53638 -0.003 -0.082 0.083
H 0.56624 -5.47845 0.57688 -0.032 -0.050 0.009
H 4.28031 -3.40741 0.26204 0.071 0.017 -0.003
H 1.82235 -7.14578 1.48890 -0.073 -0.027 0.038
H 1.72185 -7.21699 -0.28066 -0.077 -0.033 -0.022
H 3.01223 -8.06518 0.56907 0.026 -0.028 -0.001
H 3.71887 -5.84601 2.59454 -0.002 0.006 0.066
H 4.82824 -6.88669 1.69219 0.041 -0.044 -0.007
H 4.99195 -5.13098 1.60380 0.045 0.047 0.020
H 3.43966 -6.02100 -1.69742 -0.014 -0.001 -0.071
H 4.81784 -5.21852 -0.94445 0.053 0.043 -0.027
H 4.67534 -6.97540 -0.86561 0.033 -0.049 0.008
H -3.03785 0.25104 4.32044 0.058 0.028 0.030
H -4.37964 0.99779 3.45617 -0.019 0.078 -0.035
H -4.64765 0.30273 5.05802 -0.036 0.016 0.061
H -3.03984 -2.24204 4.77311 0.068 -0.043 0.020
H -4.68966 -2.14082 5.38881 -0.005 -0.001 0.038
H -4.31363 -3.26620 4.08443 0.026 -0.075 -0.001
H -6.26048 -0.47008 2.51606 -0.041 0.053 -0.054
H -6.17795 -2.21899 2.71888 -0.040 -0.047 -0.029
H -6.51113 -1.17900 4.11103 -0.035 0.013 0.055
H -2.53845 2.88429 -3.28949 0.080 -0.070 -0.015
H -1.08921 2.67355 -4.30556 -0.032 -0.008 0.071
H -2.36388 1.43242 -4.30388 0.052 -0.059 0.032
H -3.98377 3.42458 2.87618 -0.046 -0.064 0.024
H -4.14745 5.14930 3.19228 -0.003 0.036 0.037
H -4.65423 4.50201 1.63428 -0.074 -0.045 -0.023
H -1.47319 3.56154 3.43822 0.015 -0.066 0.050
H -0.50375 4.85904 2.74419 0.084 -0.004 -0.008
H -1.80887 5.24525 3.86337 -0.021 0.058 0.047
H -3.18105 6.17784 0.47447 -0.028 0.024 -0.057
H -2.75390 6.82482 2.06263 -0.011 0.044 0.056
H -1.48590 6.35746 0.92816 0.061 0.027 -0.024
H 4.02964 1.73666 4.10450 0.004 -0.083 0.030
H 5.45110 2.17297 3.13722 0.052 -0.066 0.002
H 4.91602 3.22112 4.45113 0.014 0.014 0.028
H 1.86967 3.07359 3.85293 -0.053 -0.032 0.038
H 2.82531 4.48280 4.33969 0.013 0.055 0.064
H 1.85659 4.53382 2.86594 -0.060 0.047 -0.035
H 5.36120 4.15541 1.57734 0.058 0.002 -0.036
H 3.91382 5.15534 1.47683 -0.033 0.056 -0.051
H 4.87225 5.15071 2.95723 0.030 0.046 0.052
O 0.18819 -1.08776 -4.14977 -0.104 -0.193 -0.090
C 0.21435 -0.33530 -5.10848 0.139 0.386 -0.467
C 1.48673 0.22192 -5.68048 0.077 -0.147 0.252
C 1.92767 -0.87274 -6.68488 -0.063 0.101 -0.150
C 0.85558 -1.39275 -7.66472 0.011 -0.167 0.054
C -0.26862 -2.24926 -7.04496 -0.069 0.138 -0.050
C -1.42218 -1.41126 -6.45751 0.061 -0.298 0.049
N -0.87986 -0.15899 -5.92590 -0.130 0.170 0.219
H 2.23962 0.34721 -4.90339 -0.045 0.048 0.010
H 1.32300 1.17263 -6.19021 -0.057 0.007 -0.018
H 2.30215 -1.72285 -6.11129 0.060 0.010 0.002
H 2.75638 -0.47304 -7.27216 0.051 -0.052 0.074
H 1.38079 -2.01905 -8.38774 0.003 0.049 -0.046
H 0.42372 -0.56419 -8.23519 0.036 0.026 -0.076
H 0.16531 -2.86406 -6.25426 -0.029 -0.081 -0.011
H -0.67142 -2.92387 -7.80203 0.015 -0.049 0.042
H -1.92280 -1.94762 -5.65241 -0.060 0.003 -0.094
H -2.15738 -1.15831 -7.22246 0.019 0.010 0.073
H -0.71400 0.51286 -6.66074 0.128 -0.046 0.044
```
Forces are in eV/Å.

| no. | E_tot (eV) |
| --- | --- |
| 1 | -136132.35296 |
| 2 | -71338.18914 |